# 1
{
  "formula": "C3H2Cl2N2",
  "method": "ωB97M-V/def2-TZVPD",
  "multiplicity": 1,
  "largest_force_ev_per_a": 3.82,
  "gap_ha": 0.376,
  "de_lowest_ev": 1.175,
  "smiles": "Clc1cc(Cl)[nH]n1",
  "homo_energy_ev": -9.4,
  "symbols": ["C", "C", "C", "H", "H", "N", "N", "Cl", "Cl"],
  "coordinates": [[1.139, -0.055, 0.005], [0.097, -1.057, 0.094], [-0.946, -0.173, 0.028], [0.204, -2.176, -0.102], [-0.912, 1.974, -0.104], [-0.487, 1.107, 0.103], [0.790, 1.151, -0.030], [2.763, -0.384, 0.009], [-2.646, -0.385, -0.004]]
}

=====

# 2
{
  "formula": "C42H108N15O11P5",
  "method": "ωB97M-V/def2-TZVPD",
  "multiplicity": 1,
  "largest_force_ev_per_a": 4.32,
  "gap_ha": 0.303,
  "de_lowest_ev": 0.000,
  "smiles": "CN(C)P(=O)(N(C)C)N(C)C.CN(C)P(=O)(N(C)C)N(C)C.CN(C)P(=O)(N(C)C)N(C)C.CN(C)P(=O)(N(C)C)N(C)C.CN(C)P(=O)(N(C)C)N(C)C.O=C1CCCO1.O=C1CCCO1.O=C1CCCO1",
  "homo_energy_ev": -8.1,
  "symbols": ["O", "P", "N", "C", "C", "N", "C", "C", "N", "C", "C", "H", "H", "H", "H", "H", "H", "H", "H", "H", "H", "H", "H", "H", "H", "H", "H", "H", "H", "O", "P", "N", "C", "C", "N", "C", "C", "N", "C", "C", "H", "H", "H", "H", "H", "H", "H", "H", "H", "H", "H", "H", "H", "H", "H", "H", "H", "H", "O", "P", "N", "C", "C", "N", "C", "C", "N", "C", "C", "H", "H", "H", "H", "H", "H", "H", "H", "H", "H", "H", "H", "H", "H", "H", "H", "H", "H", "O", "P", "N", "C", "C", "N", "C", "C", "N", "C", "C", "H", "H", "H", "H", "H", "H", "H", "H", "H", "H", "H", "H", "H", "H", "H", "H", "H", "H", "O", "P", "N", "C", "C", "N", "C", "C", "N", "C", "C", "H", "H", "H", "H", "H", "H", "H", "H", "H", "H", "H", "H", "H", "H", "H", "H", "H", "H", "O", "C", "O", "C", "C", "C", "H", "H", "H", "H", "H", "H", "O", "C", "O", "C", "C", "C", "H", "H", "H", "H", "H", "H", "O", "C", "O", "C", "C", "C", "H", "H", "H", "H", "H", "H"],
  "coordinates": [[17.998, 15.410, 8.656], [17.434, 15.285, 7.238], [18.268, 14.288, 6.160], [18.677, 12.942, 6.593], [19.237, 14.876, 5.282], [17.171, 16.789, 6.442], [17.286, 18.045, 7.176], [16.519, 16.957, 5.123], [15.865, 14.542, 7.303], [15.074, 14.662, 8.533], [15.042, 14.281, 6.109], [19.374, 13.057, 7.424], [19.098, 12.247, 5.867], [17.884, 12.326, 7.016], [18.849, 15.578, 4.543], [19.526, 14.048, 4.634], [20.101, 15.235, 5.840], [16.345, 18.595, 7.158], [17.558, 17.850, 8.213], [18.028, 18.675, 6.686], [16.722, 17.989, 4.835], [16.822, 16.270, 4.332], [15.440, 16.803, 5.146], [14.189, 15.271, 8.348], [14.591, 13.710, 8.755], [15.634, 14.968, 9.416], [14.545, 15.209, 5.826], [14.307, 13.507, 6.324], [15.570, 13.929, 5.223], [19.779, 20.813, 17.588], [20.898, 19.874, 17.395], [22.397, 20.645, 17.767], [23.714, 19.955, 17.867], [22.377, 21.926, 18.468], [21.114, 19.065, 15.940], [19.987, 18.914, 15.002], [22.157, 18.061, 15.701], [20.815, 18.631, 18.559], [21.087, 18.901, 19.993], [20.129, 17.384, 18.356], [24.327, 20.063, 16.972], [23.560, 18.876, 17.886], [24.261, 20.314, 18.739], [22.359, 21.779, 19.548], [21.433, 22.415, 18.226], [23.266, 22.535, 18.301], [19.473, 19.863, 14.849], [20.311, 18.636, 13.999], [19.195, 18.233, 15.311], [22.132, 17.847, 14.633], [23.122, 18.516, 15.926], [22.004, 17.090, 16.172], [22.167, 18.963, 20.120], [20.727, 19.870, 20.339], [20.573, 18.164, 20.610], [20.786, 16.526, 18.500], [19.676, 17.327, 17.366], [19.359, 17.149, 19.090], [25.324, 25.847, 9.295], [25.217, 26.212, 10.736], [23.744, 25.644, 11.394], [23.530, 25.377, 12.824], [22.645, 25.188, 10.546], [25.256, 27.885, 11.116], [25.244, 28.408, 12.455], [25.276, 28.830, 9.976], [26.494, 25.531, 11.639], [26.612, 24.087, 11.982], [27.819, 26.187, 11.628], [22.725, 24.665, 13.006], [23.330, 26.269, 13.417], [24.451, 24.997, 13.267], [22.456, 25.970, 9.811], [21.713, 25.089, 11.104], [22.861, 24.243, 10.047], [24.257, 28.308, 12.906], [25.858, 27.842, 13.155], [25.569, 29.448, 12.491], [26.169, 28.636, 9.382], [24.336, 28.802, 9.425], [25.398, 29.868, 10.285], [25.650, 23.577, 11.924], [27.223, 23.591, 11.228], [27.046, 23.829, 12.947], [28.078, 26.314, 12.679], [27.642, 27.232, 11.375], [28.615, 25.636, 11.127], [31.136, 15.555, 7.069], [31.491, 15.909, 5.651], [31.094, 17.468, 5.210], [31.629, 18.084, 3.989], [29.952, 18.170, 5.861], [30.709, 14.934, 4.453], [29.469, 15.416, 3.724], [30.939, 13.474, 4.537], [33.174, 15.723, 5.393], [34.175, 15.699, 6.520], [33.755, 15.535, 4.084], [31.341, 19.124, 3.838], [31.250, 17.547, 3.119], [32.715, 18.018, 4.057], [30.326, 18.906, 6.573], [29.341, 17.464, 6.423], [29.232, 18.535, 5.128], [29.211, 14.792, 2.869], [28.593, 15.332, 4.368], [29.625, 16.415, 3.317], [30.182, 12.895, 5.067], [30.986, 13.093, 3.518], [31.902, 13.158, 4.937], [33.842, 14.916, 7.202], [35.156, 15.485, 6.096], [34.123, 16.637, 7.072], [34.260, 14.569, 4.091], [34.360, 16.385, 3.768], [32.922, 15.379, 3.399], [27.025, 8.274, 5.982], [26.130, 8.347, 7.164], [25.941, 9.934, 7.850], [27.049, 10.411, 8.638], [25.072, 10.906, 7.309], [26.544, 7.315, 8.571], [25.697, 7.344, 9.770], [27.503, 6.247, 8.344], [24.502, 7.760, 6.717], [23.351, 7.879, 7.657], [24.386, 6.560, 5.881], [27.326, 9.715, 9.430], [26.817, 11.334, 9.168], [27.871, 10.403, 7.922], [24.747, 11.633, 8.053], [24.201, 10.462, 6.827], [25.661, 11.475, 6.590], [26.147, 6.763, 10.574], [25.478, 8.372, 10.059], [24.720, 6.874, 9.655], [27.037, 5.446, 7.770], [28.331, 6.527, 7.693], [27.912, 5.750, 9.224], [22.434, 8.028, 7.088], [23.223, 7.006, 8.297], [23.443, 8.784, 8.257], [24.478, 5.616, 6.419], [25.119, 6.732, 5.092], [23.378, 6.568, 5.467], [24.315, 18.360, 5.818], [24.138, 18.421, 7.041], [23.990, 17.292, 7.838], [23.484, 17.653, 9.144], [23.851, 19.120, 9.402], [24.378, 19.640, 8.075], [23.943, 17.006, 9.892], [22.406, 17.518, 9.230], [24.623, 19.187, 10.167], [23.024, 19.769, 9.690], [25.415, 19.949, 8.201], [23.791, 20.475, 7.692], [18.145, 19.917, 0.064], [19.349, 19.850, 0.371], [20.114, 18.662, 0.338], [21.505, 18.916, 0.574], [21.478, 20.230, 1.288], [20.313, 20.986, 0.708], [21.912, 19.098, -0.421], [22.019, 18.141, 1.143], [22.468, 20.682, 1.224], [21.415, 20.043, 2.360], [20.652, 21.509, -0.186], [19.795, 21.652, 1.399], [19.249, 24.211, 5.036], [19.862, 25.104, 4.425], [19.173, 26.105, 3.775], [20.022, 27.071, 3.198], [21.456, 26.514, 3.336], [21.358, 25.192, 4.090], [19.904, 28.030, 3.702], [19.826, 27.135, 2.128], [22.095, 27.288, 3.761], [21.865, 26.380, 2.334], [21.940, 25.167, 5.011], [21.727, 24.402, 3.436]]
}

=====

# 3
{
  "formula": "C23H30FN9O4PtS2",
  "method": "ωB97M-V/def2-TZVPD",
  "multiplicity": 1,
  "charge": 2,
  "largest_force_ev_per_a": 0.23,
  "gap_ha": 0.267,
  "de_lowest_ev": 0.000,
  "homo_energy_ev": -13.3,
  "symbols": ["Pt", "C", "N", "C", "C", "C", "N", "C", "O", "N", "H", "H", "H", "H", "H", "H", "H", "O", "C", "O", "C", "C", "C", "C", "S", "C", "C", "H", "H", "H", "H", "H", "C", "O", "H", "H", "H", "H", "F", "C", "C", "C", "C", "C", "C", "C", "H", "H", "H", "H", "H", "H", "N", "C", "N", "N", "C", "N", "H", "H", "H", "H", "N", "C", "N", "S", "H", "H", "H", "H"],
  "coordinates": [[0.563, 0.725, 1.070], [0.973, 5.909, 1.929], [0.634, 4.912, 0.909], [0.248, 5.274, -0.341], [-0.079, 4.364, -1.280], [-0.006, 2.988, -0.922], [0.399, 2.640, 0.311], [0.714, 3.582, 1.266], [1.053, 3.267, 2.404], [-0.324, 2.038, -1.787], [0.842, 6.898, 1.499], [2.004, 5.778, 2.247], [0.319, 5.792, 2.790], [0.215, 6.337, -0.535], [-0.388, 4.666, -2.268], [-0.640, 2.296, -2.707], [-0.295, 1.040, -1.566], [-1.456, -7.754, 0.039], [-1.314, -6.531, -0.471], [-1.964, -6.179, -1.419], [-0.338, -5.596, 0.191], [0.171, -4.570, -0.601], [1.009, -3.615, -0.057], [1.331, -3.688, 1.292], [2.366, -2.410, 1.973], [0.846, -4.717, 2.090], [0.010, -5.674, 1.534], [-0.807, -7.945, 0.728], [-0.106, -4.533, -1.645], [1.395, -2.816, -0.676], [1.113, -4.777, 3.137], [-0.388, -6.448, 2.180], [3.063, -0.131, -0.924], [2.663, 0.627, 0.236], [3.670, -0.986, -0.628], [3.616, 0.504, -1.614], [2.147, -0.475, -1.401], [3.426, 1.022, 0.669], [-3.218, -3.937, 3.642], [-2.851, -2.736, 3.165], [-2.762, -2.564, 1.793], [-2.345, -1.340, 1.304], [-2.018, -0.294, 2.169], [-1.398, 0.950, 1.627], [-2.170, -0.488, 3.540], [-2.584, -1.713, 4.052], [-3.028, -3.381, 1.136], [-2.237, -1.194, 0.236], [-1.449, 1.771, 2.346], [-1.895, 1.266, 0.707], [-1.969, 0.332, 4.222], [-2.719, -1.874, 5.113], [-2.328, -3.466, -3.141], [-1.501, -3.018, -4.094], [-1.514, -3.612, -5.290], [-0.653, -2.010, -3.927], [-0.582, -1.422, -2.768], [-0.464, -0.880, -1.741], [-2.855, -4.317, -3.237], [-2.353, -3.013, -2.244], [-2.154, -4.351, -5.518], [-0.867, -3.290, -5.988], [1.213, 0.880, 4.140], [1.319, -0.406, 3.942], [1.727, -1.249, 4.866], [0.771, -1.101, 2.374], [1.397, 1.276, 5.053], [0.990, 1.539, 3.376], [2.049, -0.940, 5.772], [1.800, -2.233, 4.651]]
}